{
  "formula": "C35H43ClInN2Si2",
  "method": "ωB97M-V/def2-TZVPD",
  "elements": ["C", "C", "C", "H", "C", "C", "H", "H", "H", "H", "In", "Si", "C", "C", "H", "C", "H", "C", "H", "C", "H", "C", "H", "C", "C", "H", "C", "H", "C", "H", "C", "H", "C", "H", "H", "Si", "C", "C", "H", "C", "H", "C", "H", "C", "H", "C", "H", "C", "C", "H", "C", "H", "C", "H", "C", "H", "C", "H", "H", "Cl", "C", "N", "C", "C", "C", "N", "C", "C", "H", "H", "H", "H", "H", "H", "H", "H", "H", "H", "H", "H", "H", "H", "H", "H"],
  "positions_angstrom": [[1.03214, 3.92829, 2.19933], [1.92338, 3.35815, 1.24284], [1.33739, 3.51653, -0.04468], [2.87516, 2.86981, 1.45360], [0.07844, 4.16245, 0.11097], [-0.10999, 4.42136, 1.50424], [-0.96178, 4.93303, 1.94274], [1.21538, 4.01068, 3.26991], [1.77260, 3.19140, -0.98964], [-0.62964, 4.38083, -0.68791], [-2.92683, -0.69551, 2.74492], [0.21939, 0.50201, -0.85367], [1.48926, -0.55933, -0.04494], [1.25576, -1.72883, 0.70194], [0.28751, -2.24833, 0.62575], [2.28243, -2.22192, 1.50803], [2.15376, -3.17307, 2.02737], [3.48601, -1.51342, 1.62154], [4.25353, -1.86430, 2.31754], [3.71915, -0.38205, 0.83281], [4.65823, 0.16568, 0.91726], [2.74700, 0.05505, -0.05316], [2.96318, 0.88619, -0.73091], [0.34489, 1.23489, -2.51497], [1.38784, 0.91120, -3.38944], [1.91333, -0.03853, -3.27938], [1.71998, 1.83172, -4.39291], [2.59747, 1.64086, -5.01695], [0.93149, 2.97766, -4.54933], [1.24553, 3.73507, -5.25493], [-0.23595, 3.17931, -3.80755], [-0.88331, 4.04694, -3.97186], [-0.57751, 2.24494, -2.83209], [-1.51754, 2.31594, -2.27705], [-0.98858, -0.41785, -1.09752], [-0.80897, -2.52998, -1.84526], [-1.08130, -2.02117, -3.62318], [-0.21616, -2.42712, -4.66152], [0.55423, -3.18662, -4.51938], [-0.29804, -1.82650, -5.92121], [0.40122, -2.11619, -6.70766], [-1.24952, -0.83590, -6.17094], [-1.29936, -0.35340, -7.14362], [-2.14002, -0.46344, -5.15569], [-2.87825, 0.31888, -5.34582], [-2.07735, -1.06280, -3.89880], [-2.76943, -0.75689, -3.11958], [0.67415, -3.68017, -2.02830], [1.96991, -3.24949, -2.40963], [2.16074, -2.18844, -2.60142], [3.04247, -4.15309, -2.46539], [4.04185, -3.80174, -2.74902], [2.85070, -5.49427, -2.10746], [3.69949, -6.19085, -2.08755], [1.57694, -5.93172, -1.74097], [1.42045, -6.97105, -1.44952], [0.50227, -5.03254, -1.69302], [-0.46077, -5.38512, -1.33347], [0.09264, 1.60863, 0.09678], [-2.38918, -3.43720, -0.95942], [-4.70325, 1.86202, 3.98245], [-3.26774, 1.51450, 3.96186], [-2.50916, 2.66164, 3.42315], [-2.79573, 1.10729, 5.31006], [-1.34520, 0.70501, 5.30079], [-0.98156, -0.15879, 4.10386], [0.13620, 0.43401, 3.33505], [-0.53539, -1.50629, 4.57079], [-4.97590, 2.33501, 3.02568], [-5.30479, 0.95154, 4.12106], [-4.93413, 2.57127, 4.80596], [-2.54097, 3.52638, 4.11994], [-1.46211, 2.39389, 3.26016], [-2.94599, 2.96950, 2.45596], [-2.96174, 1.94451, 6.00398], [-3.41557, 0.26587, 5.64385], [-0.69179, 1.59450, 5.31408], [-1.14468, 0.12801, 6.22152], [1.07368, 0.42171, 3.92384], [0.28602, -0.14180, 2.40949], [-0.08231, 1.47488, 3.05993], [0.22465, -1.41035, 5.37351], [-1.40018, -2.07045, 4.95371], [-0.10015, -2.06258, 3.72846]],
  "forces_ev_per_angstrom": [[1.4, -0.7, -0.8], [-0.4, 0.2, -0.1], [1.7, -0.6, 1.2], [-0.3, 0.3, -0.1], [-1.9, 1.2, 2.6], [-0.6, 0.0, -3.0], [0.2, -0.1, -0.1], [0.0, -0.1, -0.3], [-0.1, 0.2, 0.3], [0.3, 0.0, 0.3], [0.0, 0.3, -0.2], [-1.7, -1.3, 0.0], [0.3, -0.1, -0.6], [0.4, 0.4, -0.1], [0.5, 0.3, 0.1], [0.0, 0.0, -0.1], [0.0, 0.3, 0.0], [-0.1, -0.1, 0.0], [-0.2, 0.1, -0.3], [0.3, -0.2, 0.3], [-0.1, -0.3, -0.1], [0.1, -0.3, 0.5], [-0.1, -0.1, 0.3], [0.2, -0.4, -0.7], [-0.1, 0.9, -0.2], [0.2, 0.5, 0.1], [-0.3, -0.3, 0.1], [-0.4, 0.2, 0.1], [0.4, 0.1, 0.0], [-0.1, 0.0, -0.1], [-0.3, -0.4, -0.1], [0.3, -0.4, -0.1], [0.7, 0.4, 0.1], [0.4, 0.2, 0.0], [-0.1, 0.4, 0.9], [1.6, -0.1, -1.7], [-0.5, 0.2, -0.1], [-0.1, 0.4, -0.2], [-0.3, 0.2, 0.1], [-0.2, 0.1, 0.1], [-0.2, 0.0, 0.2], [0.0, -0.1, 0.5], [0.0, -0.1, 0.2], [-0.1, 0.0, -0.1], [0.2, -0.3, 0.0], [0.7, 0.0, -0.6], [0.0, 0.0, 0.0], [0.3, -0.5, 0.7], [0.0, -0.4, 0.3], [-0.1, -0.4, -0.1], [-0.3, 0.2, 0.1], [-0.5, -0.1, 0.1], [-0.1, 0.0, 0.0], [-0.4, 0.3, -0.1], [0.0, 0.2, 0.1], [0.0, 0.3, -0.1], [0.6, 0.0, 0.0], [0.1, 0.0, -0.2], [-0.5, 0.1, 0.2], [-0.7, -0.4, 0.4], [-0.1, 0.0, 0.2], [-0.1, 0.1, -0.2], [-0.1, 0.2, 0.1], [-0.7, 0.4, -0.6], [0.9, -0.4, -0.2], [0.5, 0.0, 0.9], [0.2, 0.2, -0.2], [-0.1, 0.1, 0.1], [0.1, -0.3, 0.4], [0.1, 0.3, 0.0], [0.1, -0.3, -0.4], [0.0, -0.3, -0.3], [-0.5, 0.2, 0.0], [0.3, -0.2, 0.5], [0.1, -0.2, 0.1], [-0.1, 0.1, -0.1], [-0.2, -0.4, -0.1], [0.0, 0.4, -0.3], [-0.3, 0.0, -0.2], [0.1, 0.2, 0.3], [0.3, -0.5, 0.0], [-0.3, -0.1, -0.4], [0.3, 0.1, 0.0], [-0.1, 0.2, 0.2]],
  "lowdin_charge": [-0.086, -0.116, -0.120, 0.093, -0.096, -0.109, 0.091, 0.107, 0.105, 0.098, 0.862, 0.678, -0.345, -0.149, 0.077, -0.081, 0.111, -0.070, 0.109, -0.073, 0.111, -0.114, 0.105, -0.357, -0.087, 0.095, -0.064, 0.111, -0.079, 0.103, -0.077, 0.112, -0.124, 0.109, -0.049, 0.319, -0.316, -0.088, 0.096, -0.076, 0.107, -0.076, 0.105, -0.084, 0.106, -0.125, 0.095, -0.338, -0.113, 0.089, -0.076, 0.108, -0.085, 0.109, -0.081, 0.105, -0.115, 0.067, 0.000, 0.333, -0.100, -0.396, -0.081, -0.207, -0.162, -0.382, -0.080, -0.114, 0.097, 0.081, 0.107, 0.117, 0.039, 0.103, 0.138, 0.122, 0.132, 0.131, 0.119, 0.064, 0.053, 0.109, 0.078, 0.083],
  "total_charge": 1,
  "energy_ha": -2697.97051,
  "e_homo_ha": [-0.385, -0.312],
  "molar_mass_g_mol": 698.19,
  "homo_lumo_gap_ev": [7.09, 4.37],
  "lumo_ev": [-3.38, -4.11]
}

=====

{
  "formula": "C35H43ClP2Si2Sm",
  "method": "ωB97M-V/def2-TZVPD",
  "elements": ["C", "C", "C", "H", "C", "C", "H", "H", "H", "H", "Sm", "Si", "C", "C", "H", "C", "H", "C", "H", "C", "H", "C", "H", "C", "C", "H", "C", "H", "C", "H", "C", "H", "C", "H", "H", "Si", "C", "C", "H", "C", "H", "C", "H", "C", "H", "C", "H", "C", "C", "H", "C", "H", "C", "H", "C", "H", "C", "H", "H", "Cl", "C", "P", "C", "C", "C", "P", "C", "C", "H", "H", "H", "H", "H", "H", "H", "H", "H", "H", "H", "H", "H", "H", "H", "H"],
  "positions_angstrom": [[-0.25946, 1.69483, 0.60899], [0.59049, 1.90227, -0.52093], [-0.16786, 1.61956, -1.70476], [1.62414, 2.24077, -0.49554], [-1.48758, 1.23112, -1.30394], [-1.54863, 1.28014, 0.13063], [-2.43811, 1.11248, 0.73794], [-0.00271, 1.85980, 1.65094], [0.15203, 1.74582, -2.74022], [-2.31153, 1.00130, -1.98348], [0.03259, -0.50783, -0.45555], [0.52070, -3.68878, -5.91398], [1.94955, -4.79146, -6.34440], [1.87054, -6.18970, -6.30151], [0.97631, -6.66916, -5.90001], [2.93274, -6.96325, -6.78511], [2.86507, -8.05258, -6.75827], [4.07759, -6.34692, -7.30655], [4.89854, -6.94686, -7.70674], [4.17329, -4.94888, -7.31459], [5.06834, -4.45148, -7.70261], [3.12095, -4.17585, -6.81894], [3.20512, -3.08477, -6.80111], [-0.90105, -4.14222, -7.00806], [-0.61138, -4.12726, -8.38604], [0.41015, -3.92837, -8.72498], [-1.62269, -4.34632, -9.32414], [-1.38250, -4.31311, -10.39039], [-2.92810, -4.60634, -8.88833], [-3.71163, -4.77643, -9.62764], [-3.21708, -4.64927, -7.51717], [-4.23703, -4.87072, -7.18901], [-2.20901, -4.40712, -6.57348], [-2.42990, -4.42784, -5.50400], [0.89762, -2.39351, -6.53694], [0.34653, -2.74389, -3.69606], [-0.78098, -1.30410, -4.15166], [-0.38721, -0.31349, -5.08596], [0.67310, -0.12453, -5.28672], [-1.34669, 0.43282, -5.78522], [-1.03084, 1.13417, -6.56450], [-2.70397, 0.29411, -5.48282], [-3.45206, 0.82363, -6.07343], [-3.08149, -0.53198, -4.42384], [-4.12386, -0.56774, -4.11674], [-2.13010, -1.30679, -3.75855], [-2.44204, -1.92291, -2.91857], [2.12665, -2.21009, -3.48180], [2.49452, -0.85209, -3.50170], [1.75463, -0.06139, -3.31419], [3.81424, -0.48796, -3.80243], [4.08689, 0.57223, -3.83244], [4.77402, -1.47260, -4.06685], [5.77167, -1.18916, -4.40837], [4.44916, -2.82591, -3.89868], [5.20484, -3.60189, -4.05935], [3.14726, -3.18145, -3.54074], [2.91004, -4.23194, -3.35901], [0.03372, -4.17060, -3.79137], [-0.19964, -3.11977, -1.48260], [-3.16816, -2.53595, 0.44914], [-1.86021, -1.73271, 1.44065], [-2.83223, -0.99746, 2.79220], [-1.02400, -3.11908, 2.33712], [0.38167, -3.52755, 1.86665], [1.86792, -2.44731, 2.18870], [1.96338, -2.69834, 4.01468], [1.24156, -0.70029, 2.12635], [-3.79208, -1.74956, -0.00081], [-3.78871, -3.16591, 1.10341], [-2.73042, -3.14154, -0.35585], [-2.17622, -0.44097, 3.47417], [-3.56888, -0.30321, 2.36900], [-3.35836, -1.78402, 3.35429], [-1.02983, -2.90736, 3.42312], [-1.66824, -3.99952, 2.17306], [0.62265, -4.48400, 2.35931], [0.38510, -3.73296, 0.78192], [2.56843, -1.90787, 4.47303], [0.96858, -2.72139, 4.47330], [2.45689, -3.66551, 4.17641], [1.76105, -0.13345, 1.31641], [0.12806, -0.61267, 2.05331], [1.49345, -0.18422, 3.06355]],
  "forces_ev_per_angstrom": [[-0.7, 0.8, -0.6], [-0.9, 0.6, -0.2], [-0.5, 0.8, 0.5], [-0.2, -0.1, 0.0], [0.2, 1.1, 0.5], [0.2, 1.1, -0.4], [0.4, 0.1, -0.2], [0.0, -0.1, -0.3], [0.0, -0.2, 0.4], [0.4, -0.1, 0.2], [1.1, -4.5, -0.6], [0.8, 2.7, -0.8], [0.3, -0.2, 0.2], [0.5, 0.1, -0.2], [0.2, 0.0, -0.2], [0.1, 0.1, 0.0], [0.0, 0.3, 0.0], [-0.2, 0.2, 0.1], [-0.3, 0.1, 0.2], [-0.1, 0.0, 0.2], [-0.3, -0.3, 0.1], [0.2, -0.4, -0.1], [-0.1, -0.4, -0.1], [-0.7, -0.4, 0.0], [-0.5, -0.1, -0.1], [-0.3, -0.1, 0.1], [0.1, 0.0, 0.3], [-0.2, 0.0, 0.4], [0.2, 0.0, 0.3], [0.1, 0.0, 0.3], [0.0, 0.0, -0.1], [0.3, 0.1, -0.1], [0.1, 0.0, -0.7], [0.0, 0.0, -0.3], [0.4, 0.2, -0.8], [0.7, -0.8, -3.0], [-0.1, 0.3, 0.7], [-0.2, 0.1, -0.3], [-0.5, -0.4, -0.2], [0.3, 0.0, 0.4], [-0.1, -0.3, 0.3], [0.1, -0.2, 0.1], [0.2, -0.1, 0.3], [0.0, 0.2, 0.0], [0.1, -0.1, -0.1], [0.0, 0.2, -0.2], [-0.1, -0.2, -0.2], [0.0, -0.2, 0.4], [0.4, -0.2, 0.0], [0.2, -0.3, -0.3], [0.1, 0.0, 0.2], [-0.1, -0.4, -0.1], [-0.2, 0.1, 0.0], [-0.3, -0.1, 0.2], [-0.2, 0.2, 0.2], [-0.3, 0.3, 0.1], [0.2, 0.2, -0.3], [0.0, 0.3, -0.3], [-0.6, -0.7, 1.9], [-0.6, 1.1, 2.3], [-0.1, -0.1, 0.0], [-0.2, -0.7, -0.2], [-0.1, 0.4, 0.1], [0.1, -0.4, 0.1], [0.0, 0.1, -0.5], [0.2, -0.7, 0.3], [0.0, 0.1, -0.1], [-0.5, 0.3, 0.0], [0.1, -0.2, 0.1], [0.1, 0.2, -0.3], [-0.1, 0.2, 0.3], [-0.2, -0.1, -0.1], [0.1, -0.1, 0.2], [0.2, 0.2, -0.2], [-0.1, 0.0, -0.5], [0.1, 0.3, 0.3], [0.1, 0.3, -0.2], [-0.1, -0.1, 0.6], [-0.1, -0.2, 0.0], [0.2, 0.1, 0.0], [-0.1, 0.3, 0.1], [-0.2, -0.1, 0.5], [0.7, 0.1, 0.0], [0.1, 0.0, -0.4]],
  "mulliken_spin": [-0.017, -0.021, -0.010, 0.000, -0.021, -0.009, 0.001, 0.002, -0.004, -0.002, 5.114, -0.001, -0.001, 0.000, 0.000, 0.000, 0.000, 0.000, 0.000, 0.000, 0.000, 0.000, 0.000, 0.001, 0.000, 0.000, 0.000, 0.000, 0.000, 0.000, 0.000, 0.000, 0.000, 0.000, -0.001, 0.006, 0.005, -0.002, 0.000, 0.001, 0.000, -0.002, 0.000, 0.001, 0.000, -0.006, -0.002, 0.000, -0.002, 0.000, 0.002, 0.000, -0.001, 0.000, 0.000, 0.000, -0.002, 0.000, -0.004, -0.015, -0.003, -0.003, -0.001, -0.005, 0.005, 0.000, 0.000, 0.002, 0.000, 0.000, 0.001, 0.000, 0.000, -0.001, 0.000, 0.000, 0.000, -0.002, 0.000, 0.000, 0.000, -0.002, -0.002, 0.000],
  "total_charge": 1,
  "energy_ha": -3739.06401,
  "multiplicity": 6,
  "e_homo_ha": [-0.297, -0.297],
  "molar_mass_g_mol": 767.66,
  "s_squared": 8.774,
  "homo_lumo_gap_ev": [3.69, 4.47],
  "lumo_ev": [-4.38, -3.62]
}

=====

Energy relative to the best compared isomer or geometry (same formula, charge and spin) per entry: 2.08, 64.49 kcal/mol